45
Properties=species:S:1:pos:R:3:forces:R:3 method="wB97M-V/def2-TZVPD" multiplicity=1 smiles=CNc1nc(Nc2cc(C)c(-n3nnnc3C)cc2OC)ncc1C(F)(F)F e_tot_ev=-38985.2232 homo_lumo_gap_ev=9.220 homo_ha=-0.32196
C 0.208 -5.019 2.774 0.389 -0.886 -0.142
N 0.733 -4.800 1.437 0.290 -0.107 0.280
C 0.292 -3.767 0.676 -0.204 0.263 4.113
N -0.215 -2.626 1.281 1.658 -4.049 -0.146
C -0.753 -1.777 0.455 0.424 -2.386 0.424
N -1.034 -0.672 1.109 -3.507 0.254 -0.209
C -0.838 0.524 0.550 -0.092 3.087 -4.102
C -1.568 1.074 -0.589 2.894 0.420 2.819
C -1.069 2.252 -1.202 -1.225 -2.420 -0.685
C -1.830 2.603 -2.469 0.025 0.906 0.220
C 0.105 2.857 -0.747 -1.521 -0.794 -1.324
N 0.340 4.143 -1.275 0.191 3.989 0.719
N 1.261 4.654 -2.120 2.174 -0.326 -1.238
N 1.243 5.990 -2.132 -1.717 -4.618 0.988
N 0.253 6.302 -1.300 -0.155 2.651 0.392
C -0.281 5.259 -0.754 1.526 0.107 -1.319
C -1.353 5.414 0.180 -3.143 -1.890 -0.465
C 0.779 2.278 0.279 2.475 0.483 2.287
C 0.370 1.102 0.880 -0.400 0.688 0.427
O 0.973 0.544 1.979 0.676 -0.212 0.159
C 2.345 0.106 1.893 -0.779 1.380 0.034
N -0.954 -2.022 -0.814 -3.470 6.053 0.557
C -0.356 -2.958 -1.330 2.196 -3.934 -4.154
C 0.369 -3.900 -0.643 -0.059 1.900 -3.555
C 1.068 -4.901 -1.442 -1.752 0.667 0.978
F 0.175 -5.924 -1.601 0.659 -0.419 -1.441
F 2.021 -5.386 -0.678 2.363 -1.060 -0.786
F 1.537 -4.402 -2.620 -0.333 -1.377 1.003
H 0.708 -5.894 3.231 -0.195 0.603 -0.217
H 0.264 -4.160 3.418 0.560 0.437 0.066
H -0.838 -5.221 2.695 -0.944 -0.421 0.115
H 0.976 -5.609 0.847 -0.331 0.549 1.386
H -0.664 -0.803 1.991 0.746 0.299 2.266
H -2.439 0.546 -0.884 -0.651 -0.155 -0.556
H -1.643 1.908 -3.310 0.100 0.279 0.559
H -1.604 3.627 -2.799 -0.118 -0.346 -0.074
H -2.891 2.553 -2.208 0.057 0.060 -0.341
H -1.282 4.740 1.001 0.281 -0.376 0.951
H -1.513 6.421 0.494 0.193 0.591 0.089
H -2.314 5.042 -0.329 1.036 0.681 0.601
H 1.653 2.732 0.809 -0.664 -0.035 -1.021
H 2.706 0.255 0.907 0.146 -0.959 -1.328
H 2.528 -0.815 2.406 -0.419 -0.905 -0.348
H 2.952 0.804 2.389 0.718 1.233 1.261
H -0.422 -3.074 -2.438 -0.099 0.095 0.759

***

40
Properties=species:S:1:pos:R:3:forces:R:3 method="wB97M-V/def2-TZVPD" multiplicity=1 smiles=N#Cc1nc(-c2ccc(F)cc2)oc1NCCN1CCOCC1 e_tot_ev=-29639.8164 homo_lumo_gap_ev=8.307 homo_ha=-0.28957
N 1.224 4.186 0.092 0.266 0.331 0.021
C 0.543 3.271 -0.045 0.215 0.267 0.058
C -0.214 2.112 -0.228 0.270 -1.567 -0.554
N -1.522 1.943 0.142 -0.839 -0.559 0.060
C -1.834 0.731 -0.179 0.344 1.271 0.337
C -3.108 0.086 0.013 -0.361 -0.545 -0.060
C -4.157 0.804 0.592 0.230 -0.157 -0.126
C -5.386 0.207 0.781 -0.128 -0.211 -0.031
C -5.556 -1.111 0.387 0.150 0.012 -0.042
F -6.755 -1.698 0.569 0.114 0.066 -0.014
C -4.532 -1.844 -0.188 -0.313 -0.013 0.096
C -3.305 -1.241 -0.374 0.045 0.312 0.092
O -0.789 0.043 -0.760 0.194 -0.105 -0.122
C 0.227 0.920 -0.793 0.118 1.305 0.295
N 1.403 0.604 -1.376 -0.160 0.046 -0.017
C 1.778 -0.773 -1.608 0.099 -0.460 0.325
C 2.159 -1.545 -0.321 -0.136 0.073 -0.294
N 3.467 -1.309 0.236 0.073 0.044 0.028
C 3.725 0.029 0.730 0.306 -0.089 0.281
C 4.994 -0.016 1.587 -0.327 0.275 0.025
O 6.092 -0.479 0.837 0.122 0.093 -0.076
C 5.836 -1.763 0.320 -0.083 -0.249 -0.312
C 4.585 -1.767 -0.564 0.244 0.006 0.266
H -3.984 1.827 0.884 -0.020 0.113 0.044
H -6.210 0.743 1.225 -0.087 0.040 0.042
H -4.706 -2.868 -0.480 -0.043 -0.090 -0.016
H -2.492 -1.793 -0.821 0.044 -0.068 -0.039
H 2.142 1.273 -1.220 -0.125 -0.003 -0.014
H 2.609 -0.780 -2.314 -0.098 -0.036 -0.045
H 0.923 -1.270 -2.071 0.147 -0.017 -0.083
H 2.092 -2.614 -0.539 -0.082 -0.006 0.016
H 1.422 -1.312 0.454 -0.060 -0.073 -0.059
H 2.882 0.364 1.338 -0.021 0.055 -0.015
H 3.894 0.753 -0.087 -0.007 0.027 0.061
H 5.259 0.982 1.938 -0.052 -0.056 0.028
H 4.822 -0.679 2.448 -0.020 0.077 -0.050
H 6.719 -2.044 -0.256 -0.060 -0.046 0.034
H 5.692 -2.476 1.145 0.016 0.022 -0.088
H 4.385 -2.782 -0.912 0.028 -0.018 -0.042
H 4.771 -1.118 -1.437 -0.002 -0.066 -0.010

***

49
Properties=species:S:1:pos:R:3:forces:R:3 method="wB97M-V/def2-TZVPD" relative_energy_ev=0.1517 multiplicity=1 e_tot_ev=-317816.6902 homo_lumo_gap_ev="5.319 / 5.320" charge=+2 homo_ha="-0.48643 / -0.48643"
Re 0.172 -0.281 0.280 0.243 0.161 -0.139
I 2.275 1.277 -7.011 0.002 0.000 -0.020
C 1.834 1.109 -4.991 -0.026 -0.039 0.040
C 2.157 2.151 -4.127 0.020 0.016 0.026
C 1.871 2.033 -2.777 -0.029 -0.095 -0.204
I 2.389 3.561 -1.462 0.006 0.024 0.034
C 1.255 0.880 -2.304 0.042 -0.031 0.031
O 1.008 0.787 -0.982 -0.080 0.054 -0.001
C 0.919 -0.165 -3.158 0.042 0.161 -0.082
C 0.175 -1.361 -2.643 -0.069 -0.061 0.047
N 0.571 -1.762 -1.255 -0.004 -0.143 -0.066
C 1.994 -2.205 -1.214 0.007 -0.036 0.014
C 2.711 -1.778 0.038 0.077 -0.032 0.011
C 3.988 -2.237 0.307 -0.090 0.006 -0.025
C 4.626 -1.822 1.463 0.025 0.004 0.024
C 3.967 -0.963 2.330 -0.014 -0.007 -0.014
C 2.700 -0.536 2.004 0.034 -0.018 0.012
N 2.084 -0.926 0.872 0.031 -0.099 -0.028
C 1.222 -0.042 -4.506 0.018 0.034 0.025
H 2.635 3.044 -4.504 0.005 0.010 -0.011
H 0.333 -2.213 -3.308 0.012 0.015 0.000
H -0.895 -1.166 -2.610 -0.074 -0.012 -0.002
H -0.021 -2.566 -1.048 0.041 0.043 0.010
H 2.511 -1.776 -2.075 -0.010 0.013 0.018
H 2.047 -3.291 -1.319 0.016 0.021 -0.002
H 4.470 -2.917 -0.381 0.000 -0.016 -0.010
H 5.623 -2.173 1.690 0.011 -0.007 -0.001
H 4.422 -0.634 3.253 -0.004 0.011 0.005
H 2.123 0.102 2.657 0.050 -0.020 0.010
H 0.974 -0.848 -5.185 -0.006 -0.003 -0.020
O -3.320 -0.604 0.178 0.127 0.055 -0.043
C -2.791 0.257 -0.584 -0.303 0.004 0.127
O -1.574 0.526 -0.626 0.229 0.009 0.030
H -3.437 0.865 -1.228 -0.020 -0.099 -0.039
N -0.088 4.018 1.621 -0.007 -0.079 -0.056
C 0.157 3.239 2.883 0.086 -0.006 -0.022
C 0.213 1.738 2.587 -0.091 -0.053 0.010
O 0.363 0.942 3.479 -0.011 0.083 0.168
O 0.081 1.483 1.323 -0.217 0.309 -0.077
H 0.081 5.017 1.750 0.000 -0.014 -0.005
H -1.048 3.892 1.297 0.007 0.004 0.012
H 0.511 3.659 0.861 0.003 0.036 0.033
H -0.631 3.465 3.597 0.012 -0.033 0.005
H 1.110 3.564 3.297 -0.015 -0.024 0.024
Se -3.246 -3.121 -2.166 0.039 0.021 -0.182
Sb -4.244 -2.531 -0.146 0.309 0.029 0.109
Se -0.929 -1.730 1.597 -0.124 -0.265 0.221
Se -2.297 -3.500 1.675 -0.096 0.090 -0.017
Se -6.145 -2.506 1.135 -0.202 -0.022 0.020

***

41
Properties=species:S:1:pos:R:3:forces:R:3 method="wB97M-V/def2-TZVPD" relative_energy_ev=0.4610 multiplicity=1 e_tot_ev=-59255.3676 homo_lumo_gap_ev="5.207 / 5.208" homo_ha="-0.22218 / -0.22220"
Ti 0.046 0.634 -0.002 -0.946 -1.037 0.278
O -0.849 -1.382 -3.489 -0.031 -0.021 -0.041
C -0.972 -0.797 -2.273 0.464 0.242 0.209
O 0.124 -0.236 -1.752 -0.088 0.069 -0.071
C -2.084 -0.707 -1.512 -0.325 0.088 0.034
C -3.465 -1.046 -1.784 0.274 -0.108 -0.097
C -4.443 -0.641 -0.955 0.021 0.201 0.304
C -4.116 0.175 0.210 -0.004 -0.314 -0.266
C -2.820 0.416 0.468 0.078 0.033 -0.068
N -1.771 -0.052 -0.302 -0.058 0.050 -0.115
C -2.295 1.311 1.532 0.804 0.245 0.104
O -2.892 1.864 2.410 -0.242 -0.100 -0.025
O -0.950 1.460 1.352 -0.278 0.065 0.037
H 0.094 -1.382 -3.700 -0.105 -0.020 0.014
H -3.692 -1.611 -2.680 0.037 0.000 0.005
H -5.477 -0.882 -1.161 0.005 -0.009 -0.012
H -4.883 0.590 0.847 0.027 0.021 0.029
I 1.595 3.049 2.559 -0.109 -0.066 0.029
C 2.372 2.667 0.672 0.470 0.199 -0.234
C 3.657 3.151 0.434 -0.162 -0.067 0.010
C 4.236 2.956 -0.804 0.114 0.050 -0.036
C 3.525 2.296 -1.794 -0.153 0.029 0.091
C 2.261 1.844 -1.485 0.203 0.065 -0.175
N 1.691 2.012 -0.275 0.308 0.328 0.005
H 4.180 3.666 1.225 0.019 0.012 -0.017
H 5.237 3.325 -0.993 -0.010 -0.012 -0.003
H 3.927 2.126 -2.781 0.030 0.015 0.007
H 1.667 1.305 -2.211 -0.002 -0.032 0.011
C 0.256 -2.941 0.384 -0.034 -0.038 -0.059
C 0.773 -2.055 1.512 0.130 0.002 0.003
C -0.306 -1.846 2.568 -0.064 -0.016 0.056
C 1.313 -0.729 0.978 -0.420 0.042 0.003
H -0.035 -3.924 0.761 0.003 0.006 0.005
H 1.014 -3.089 -0.390 0.021 0.007 0.023
H -0.619 -2.494 -0.093 0.000 0.020 0.019
H 1.607 -2.583 1.996 -0.014 -0.023 -0.001
H -1.201 -1.403 2.126 0.009 0.016 -0.032
H 0.033 -1.186 3.370 0.023 0.011 -0.019
H -0.600 -2.797 3.018 0.013 0.004 -0.006
H 2.090 -0.913 0.221 0.012 0.028 -0.009
H 1.773 -0.149 1.792 -0.019 0.017 0.007

***

34
Properties=species:S:1:pos:R:3:forces:R:3 method="wB97M-V/def2-TZVPD" relative_energy_ev=2.6657 multiplicity=1 smiles=Cc1c[nH]c2ccccc12.Cc1ccccc1 e_tot_ev=-18355.6762 homo_lumo_gap_ev=8.508 homo_ha=-0.28055
C 2.004 2.367 2.160 -1.114 2.222 0.852
C 1.680 2.133 0.749 -0.540 -0.565 -2.600
C 0.767 2.693 -0.151 -0.163 -0.726 -0.006
N 0.493 1.771 -1.183 3.106 -0.971 0.493
C 1.375 0.649 -1.101 -1.359 4.726 2.586
C 1.394 -0.466 -1.854 0.026 -1.200 -1.745
C 2.123 -1.563 -1.441 1.500 -3.148 0.959
C 2.779 -1.563 -0.141 -2.462 2.807 0.725
C 2.521 -0.335 0.621 1.783 -1.420 -0.734
C 2.040 0.898 0.115 0.121 -3.524 0.027
H 1.009 2.596 2.560 0.239 -0.247 0.761
H 2.597 3.238 2.478 0.122 -0.105 -0.692
H 2.426 1.536 2.674 0.147 -0.840 0.100
H 0.277 3.682 -0.199 0.241 -0.857 0.351
H -0.204 1.664 -1.851 -1.592 1.033 -1.076
H 0.853 -0.344 -2.793 0.054 -0.867 0.070
H 2.173 -2.614 -1.971 -0.290 2.569 0.537
H 3.179 -2.437 0.459 -0.535 1.048 -1.364
H 2.733 -0.383 1.662 0.574 -0.018 0.822
C -1.519 -0.025 1.840 0.530 -1.096 -1.092
C -2.059 -0.720 0.553 -0.167 2.743 2.393
C -1.389 -1.848 0.192 -1.370 -1.380 -2.211
C -1.737 -2.362 -1.099 -0.057 1.163 1.093
C -2.608 -1.636 -1.920 0.424 -1.993 -0.269
C -3.241 -0.510 -1.492 -2.110 2.512 1.309
C -3.095 -0.057 -0.169 2.506 -0.661 -0.209
H -0.808 -0.665 2.377 -0.471 -0.229 0.056
H -2.287 0.310 2.484 -0.833 0.334 0.765
H -0.882 0.812 1.589 -0.062 0.536 -0.435
H -0.840 -2.351 0.983 0.491 -0.086 -0.681
H -1.381 -3.282 -1.494 0.466 -0.657 0.008
H -2.936 -2.126 -2.841 0.386 0.463 0.018
H -3.961 0.070 -2.104 0.510 -0.762 0.043
H -3.478 0.870 0.308 -0.102 -0.803 -0.854

***

34
Properties=species:S:1:pos:R:3:forces:R:3 method="wB97M-V/def2-TZVPD" relative_energy_ev=1.7954 multiplicity=1 smiles=Cc1c[nH]c2ccccc12.Cc1ccccc1 e_tot_ev=-18356.5465 homo_lumo_gap_ev=8.523 homo_ha=-0.28073
C 0.795 -2.020 -1.015 -1.087 2.395 -1.231
C 0.389 -1.777 0.391 0.757 -1.293 2.291
C 1.018 -1.817 1.649 -0.080 1.211 -2.666
N 0.156 -1.331 2.596 -0.774 -0.209 -0.025
C -1.117 -1.207 2.027 0.604 -0.922 2.333
C -2.330 -1.091 2.745 0.125 0.731 -1.395
C -3.445 -1.063 1.931 1.576 -0.304 -0.938
C -3.301 -1.351 0.535 -1.628 -1.053 -0.115
C -2.136 -1.662 -0.133 -0.463 0.424 0.874
C -0.980 -1.552 0.705 -0.797 0.320 -2.691
H 0.900 -1.007 -1.520 0.064 -0.797 0.616
H -0.108 -2.371 -1.535 0.599 -0.576 -0.009
H 1.683 -2.529 -1.315 0.494 -0.812 0.412
H 2.076 -1.882 1.797 0.284 -0.191 0.427
H 0.294 -1.383 3.585 0.130 -0.021 0.133
H -2.321 -0.959 3.816 -0.191 0.091 0.097
H -4.429 -0.842 2.244 -0.806 -0.039 0.711
H -4.271 -1.605 0.062 0.679 0.670 -0.097
H -2.214 -2.011 -1.196 0.536 0.448 1.263
C 2.668 1.718 0.490 -1.441 1.135 2.053
C 1.711 1.931 -0.651 0.817 -0.955 0.162
C 2.169 1.555 -1.945 -1.517 -0.767 1.705
C 1.249 1.564 -2.986 0.137 -0.269 0.369
C 0.001 2.171 -2.765 0.493 0.322 -1.243
C -0.302 2.733 -1.540 -1.227 -0.198 0.384
C 0.418 2.396 -0.407 1.550 1.444 -0.563
H 2.405 0.912 1.154 -0.329 -1.289 -0.384
H 2.455 2.483 1.315 1.085 -0.086 -1.448
H 3.694 1.568 0.208 0.432 0.467 -0.040
H 3.046 0.906 -1.909 0.154 0.643 -0.663
H 1.546 1.026 -3.887 -0.479 0.448 -0.079
H -0.718 2.294 -3.579 0.363 -0.034 0.152
H -1.154 3.413 -1.447 -0.046 -0.578 -0.055
H 0.152 2.791 0.579 -0.013 -0.357 -0.342